# 1
Formula: C4H8NO3
Source: OMol25
Level of theory: the ωB97M-V functional and the def2-TZVPD basis

Computed properties:
Structure (SMILES): C[C@@H](CO)NC(=O)[O-]
LUMO level: 3.770 eV
Net charge: -1
2S+1: 1

Last column: Löwdin charge in e.
CARTESIAN COORDINATES (ANGSTROEM)
1 C -0.314 1.809 0.041  -0.08
2 C 0.142 0.350 -0.002  -0.38
3 C 0.567 -0.122 1.439  -0.28
4 O 0.967 -1.456 1.373  -0.12
5 N -0.795 -0.435 -0.809  0.06
6 C -0.324 -1.555 -1.588  -0.76
7 O 0.844 -1.973 -1.356  -0.09
8 O -1.213 -2.051 -2.301  -0.07
9 H -1.280 1.949 -0.473  0.06
10 H -0.392 2.337 1.027  0.07
11 H 0.288 2.526 -0.530  0.06
12 H 1.094 0.152 -0.514  0.13
13 H -0.308 -0.047 2.127  0.11
14 H 1.376 0.565 1.725  0.10
15 H 1.106 -1.756 0.405  0.08
16 H -1.756 -0.293 -0.562  0.11

# 2
Formula: C4H8NO3
Source: OMol25
Level of theory: the ωB97M-V functional and the def2-TZVPD basis

Computed properties:
LUMO level: 3.810 eV
Net charge: -1
2S+1: 1

Last column: Löwdin charge in e.
CARTESIAN COORDINATES (ANGSTROEM)
1 C -0.591 2.159 -0.715  -0.02
2 C -1.790 1.397 -1.146  -0.60
3 O -2.711 1.745 -1.874  -0.01
4 N -1.821 0.161 -0.569  0.15
5 H -2.402 -0.569 -0.917  0.09
6 H -0.975 -0.068 -0.063  0.08
7 H 0.294 1.562 -0.500  0.07
8 H -0.732 2.626 0.267  0.09
9 H -0.354 3.026 -1.333  0.08
10 C 1.461 -2.335 1.101  -0.07
11 C 1.805 -0.866 0.791  -0.80
12 O 1.121 0.027 1.348  -0.12
13 O 2.579 -0.703 -0.183  -0.11
14 H 1.970 -2.977 0.357  0.06
15 H 0.380 -2.440 1.354  0.06
16 H 1.766 -2.745 2.081  0.05

# 3
Formula: C4H8NO3
Source: OMol25
Level of theory: the ωB97M-V functional and the def2-TZVPD basis

Computed properties:
LUMO level (alpha / beta): 0.474 / -4.040 eV
2S+1: 2

Last column: Löwdin charge in e.
CARTESIAN COORDINATES (ANGSTROEM)
1 C -1.624 -0.974 -0.822  -0.01
2 C -1.629 0.075 -1.847  -0.63
3 O -2.028 -0.105 -3.011  0.01
4 N -1.045 1.246 -1.606  0.14
5 H -1.087 1.870 -2.410  0.12
6 H -0.356 1.477 -0.860  0.12
7 H -1.810 -1.942 -1.276  0.09
8 H -1.975 -0.767 0.189  0.09
9 H -0.539 -1.037 -0.512  0.09
10 C 2.319 -0.104 1.508  0.05
11 C 0.914 0.205 2.088  -0.63
12 O 0.491 1.361 1.870  0.05
13 O 0.408 -0.811 2.564  0.26
14 H 3.080 0.031 2.252  0.09
15 H 2.541 0.603 0.700  0.10
16 H 2.339 -1.126 1.174  0.08

# 4
Formula: C4H8NO4
Source: OMol25
Level of theory: the ωB97M-V functional and the def2-TZVPD basis

Computed properties:
LUMO level: 3.355 eV
Net charge: -1
2S+1: 1

Last column: Löwdin charge in e.
CARTESIAN COORDINATES (ANGSTROEM)
1 C -0.840 -0.693 -1.776  -0.02
2 C -0.001 0.552 -1.762  -0.50
3 N 0.447 1.145 -0.584  0.03
4 C 0.105 0.746 0.811  -0.09
5 C 1.038 1.578 1.895  -0.74
6 O 2.061 2.083 1.482  -0.04
7 O 0.639 1.571 3.100  -0.12
8 O 0.175 1.168 -2.863  -0.06
9 H -0.383 -1.456 -1.221  0.03
10 H -1.974 -0.590 -1.659  0.12
11 H -0.906 -0.895 -2.833  0.06
12 H 1.047 1.981 -0.728  0.14
13 H 0.410 -0.448 1.049  0.12
14 H -1.000 0.803 0.902  0.10
15 H -0.097 -2.499 0.672  -0.01
16 H -0.182 -2.153 2.069  0.08
17 O -0.538 -2.895 1.448  -0.12

# 5
Formula: C4H8NOS
Source: OMol25
Level of theory: the ωB97M-V functional and the def2-TZVPD basis

Computed properties:
LUMO level (alpha / beta): -4.156 / -6.078 eV
Net charge: +1
2S+1: 1

Last column: Löwdin charge in e.
CARTESIAN COORDINATES (ANGSTROEM)
1 C -0.541 -0.072 0.049  -0.28
2 C 0.811 0.542 -0.080  -0.24
3 C -1.751 0.596 -0.051  -0.07
4 C 2.012 -0.211 -0.439  -0.54
5 N -2.867 0.009 0.262  0.19
6 O -0.505 -1.376 0.385  0.08
7 S 3.503 -0.067 0.330  0.91
8 H 0.500 1.149 -0.976  0.16
9 H 0.966 1.328 0.743  0.17
10 H -1.820 1.706 -0.184  0.18
11 H 1.900 -1.032 -1.134  0.08
12 H 0.462 -1.522 0.795  0.20
13 H -3.765 0.578 0.216  0.18
14 H -2.950 -0.845 0.680  0.10
15 H 4.044 -0.783 -0.596  -0.12

# 6
Formula: C4H8NOS
Source: OMol25
Level of theory: the ωB97M-V functional and the def2-TZVPD basis

Computed properties:
LUMO level (alpha / beta): -5.624 / -5.624 eV
Net charge: +1
2S+1: 1

Last column: Löwdin charge in e.
CARTESIAN COORDINATES (ANGSTROEM)
1 C 0.606 -0.131 -0.411  -0.55
2 C 1.951 -0.013 -0.063  -0.48
3 C 0.125 -1.456 0.316  0.00
4 C -0.457 1.300 0.550  0.01
5 N -1.733 1.129 0.087  0.15
6 O 0.067 0.015 -1.672  0.00
7 S 3.268 0.313 0.692  1.01
8 H 0.514 -1.318 1.373  0.11
9 H 0.443 -2.260 -0.246  0.06
10 H -1.009 -1.498 0.239  0.11
11 H 0.204 2.112 0.197  0.13
12 H -0.191 0.791 1.477  0.11
13 H -2.312 0.551 0.568  0.08
14 H 0.370 -0.738 -2.249  0.16
15 H -1.844 1.204 -0.858  0.08

# 7
Formula: C4H8NOS
Source: OMol25
Level of theory: the ωB97M-V functional and the def2-TZVPD basis

Computed properties:
LUMO level (alpha / beta): -4.675 / -6.208 eV
Net charge: +1
2S+1: 3

Last column: Löwdin charge in e.
CARTESIAN COORDINATES (ANGSTROEM)
1 C 0.882 1.836 0.132  -0.36
2 C -0.831 0.351 -0.542  -0.01
3 C 1.463 -0.801 -0.377  -0.55
4 C -2.159 0.519 0.023  -0.10
5 N -0.062 -0.796 -0.003  0.02
6 O 2.207 -1.805 0.158  0.00
7 S 2.164 0.942 -0.113  0.95
8 H 0.769 2.943 0.254  0.05
9 H 1.447 -0.954 -1.507  0.16
10 H -2.437 0.415 1.101  0.12
11 H -2.867 0.069 -0.669  0.10
12 H -2.465 1.549 -0.180  0.09
13 H 0.022 -0.980 1.051  0.21
14 H -0.578 -1.549 -0.447  0.18
15 H 2.447 -1.740 1.118  0.15

# 8
Formula: C4H8NS
Source: OMol25
Level of theory: the ωB97M-V functional and the def2-TZVPD basis

Computed properties:
LUMO level: -6.688 eV
Net charge: +1
2S+1: 1

Last column: Löwdin charge in e.
CARTESIAN COORDINATES (ANGSTROEM)
1 C -0.621 -2.147 -0.696  0.28
2 C -0.202 -1.048 -1.009  -0.15
3 C 2.199 -0.636 0.672  -0.33
4 C 0.424 0.153 -1.274  -0.38
5 N -1.604 1.628 -0.162  0.06
6 S 1.752 0.716 -0.434  1.11
7 H -1.083 -3.064 -0.714  0.06
8 H 1.360 -1.118 1.222  0.07
9 H 2.795 -0.379 1.511  0.03
10 H 2.965 -1.405 0.217  0.12
11 H 0.008 0.785 -2.060  0.11
12 H -2.305 2.277 0.198  0.06
13 H -0.746 2.032 -0.012  -0.05
14 H -1.711 0.759 0.323  0.02

Relative energy (zero: lowest compared OMol25 entry of this formula, charge and spin) (computed, kcal per mole): 31.5; 19.8; 18.5; 45.1; 58.9; 65.7; 84.3; 66.0